(i)
Density functional theory data (wB97M-V/def2-TZVPD) for C3H7N3O in the gas phase.

Computed properties:
charge	0
Kohn-Sham gap	9.57	eV
structure (SMILES)	C/N=C(\N)C(N)=O

XYZ file:
```
14
Properties=species:S:1:pos:R:3:nbo_charge:R:1
C -2.033 -0.387 0.756 -0.45
N -0.975 -0.268 -0.216 -0.47
C 0.146 0.189 0.155 0.38
N 0.449 0.922 1.305 -0.84
C 1.188 0.140 -0.948 0.61
O 1.152 1.258 -1.445 -0.58
N 1.813 -0.888 -1.605 -0.82
H -2.792 0.397 0.677 0.19
H -1.639 -0.400 1.782 0.18
H -2.522 -1.345 0.552 0.20
H 1.419 1.197 1.361 0.39
H -0.151 1.720 1.493 0.40
H 2.071 -1.800 -1.262 0.40
H 1.874 -0.736 -2.605 0.41
```

(ii)
Density functional theory data (wB97M-V/def2-TZVPD) for C3H7N3O in the gas phase.

Computed properties:
charge	0
Kohn-Sham gap	10.12	eV
structure (SMILES)	[H]/N=C\N(/C=N/[H])OC

XYZ file:
```
14
Properties=species:S:1:pos:R:3:nbo_charge:R:1
C 1.667 -0.226 -1.351 -0.25
C -0.106 -0.635 1.196 0.25
C -0.895 1.303 -0.262 0.27
H 1.837 0.828 -1.516 0.18
H 2.223 -0.638 -0.617 0.19
H 1.747 -0.666 -2.348 0.20
H -0.345 0.027 2.146 0.17
H 0.261 -2.178 2.089 0.34
H -0.826 1.461 -1.345 0.18
H -1.291 1.637 1.568 0.32
N -0.291 0.048 -0.092 -0.21
N 0.331 -1.851 1.180 -0.63
N -1.482 2.068 0.618 -0.67
O 0.312 -0.622 -1.177 -0.34
```

(iii)
Density functional theory data (wB97M-V/def2-TZVPD) for C3H7N3O as an isolated structure.

Computed properties:
charge	0
Kohn-Sham gap	9.73	eV

XYZ file:
```
14
Properties=species:S:1:pos:R:3:nbo_charge:R:1
C 1.580 -0.643 0.048 -0.42
N 0.331 0.052 0.409 -0.48
C 0.104 1.459 -0.286 0.76
O 0.974 2.298 -0.254 -0.63
N -1.086 1.199 -0.733 -0.80
C -0.985 -0.576 0.006 0.32
N -1.761 -0.864 0.974 -0.78
H 1.600 -0.796 -1.033 0.22
H 1.625 -1.604 0.565 0.22
H 2.431 -0.016 0.329 0.24
H 0.256 0.161 1.425 0.43
H -1.675 1.899 -1.150 0.39
H -0.910 -1.063 -0.968 0.17
H -2.484 -1.507 0.668 0.35
```

(iv)
Density functional theory data (wB97M-V/def2-TZVPD) for C3H7N3O in the gas phase.

Computed properties:
charge	0
Kohn-Sham gap	10.05	eV
structure (SMILES)	[H]/N=C/N/C(O)=N\C

XYZ file:
```
14
Properties=species:S:1:pos:R:3:nbo_charge:R:1
C -1.898 1.359 -0.371 -0.44
N -0.509 1.554 -0.133 -0.60
C 0.369 0.651 0.051 0.70
O 1.576 1.201 0.254 -0.68
N 0.264 -0.717 0.070 -0.63
C 1.297 -1.625 0.272 0.28
N 1.053 -2.870 0.248 -0.68
H -2.404 0.925 0.501 0.19
H -2.087 0.736 -1.255 0.18
H -2.333 2.346 -0.556 0.21
H 1.153 2.108 0.153 0.52
H -0.651 -1.121 -0.087 0.42
H 2.264 -1.146 0.439 0.18
H 1.906 -3.402 0.415 0.35
```

Ranked by calculated energy, most stable first: (iv), (i), (iii), (ii).